(1)
DFT (ωB97M-V/def2-TZVPD) results for C20H62B4O30P6S as an isolated structure at a distorted geometry.

- highest occupied orbital energy (eV) = -10.234
- energy (eV) = -152464.545
- Kohn-Sham gap (eV) = 10.14
- LUMO level (eV) = -0.09

```
! RIJCOSX wB97M-V def2-TZVPD def2/J DEFGRID3
* xyz 0 1
C -1.88169 -0.09052 -0.39262
B -2.06813 -0.39866 -1.96051
O -1.32337 -1.40200 -2.61784
B -3.23229 0.51368 -2.75468
O -3.10728 1.89586 -3.06531
B -4.18710 2.52546 -2.38549
O -5.51930 2.03006 -2.50322
B -5.42419 0.64483 -2.29884
C -6.22141 -0.19131 -1.18273
S -7.89029 -0.56573 -1.78459
O -7.88497 -0.34789 -3.25369
O -8.83777 0.29061 -1.03650
O -4.49651 -0.07449 -3.10491
H -2.89195 -0.20246 0.04666
H -1.59633 0.97110 -0.31990
H -1.16587 -0.76352 0.08781
H -1.84079 -1.62009 -3.38952
H -3.92591 3.45096 -1.69275
H -5.66191 -1.10286 -0.92510
H -6.25241 0.40666 -0.25921
H -8.11199 -1.90688 -1.54934
C -11.74929 1.08027 -1.66127
O -13.14132 1.19129 -1.99274
P -13.94072 -0.17084 -2.22712
O -13.82539 -1.15513 -1.14019
O -13.43471 -0.69103 -3.64382
C -13.33376 0.23048 -4.73237
O -15.41631 0.34525 -2.52934
C -16.27136 0.56071 -1.40179
H -11.22858 1.93491 -2.08870
H -11.62854 1.09097 -0.57948
H -11.31109 0.16816 -2.06535
H -12.30628 0.59039 -4.80542
H -14.00611 1.08016 -4.61463
H -13.58864 -0.29619 -5.65010
H -17.05062 1.26170 -1.69442
H -15.72062 0.97766 -0.55797
H -16.73168 -0.38147 -1.10563
C 3.29970 -1.25243 -2.20485
O 2.85769 -2.49747 -1.65533
P 2.20245 -2.45735 -0.20015
O 1.11001 -1.48288 -0.04357
O 3.42820 -2.21971 0.78323
C 4.63437 -2.98470 0.61444
O 1.80469 -3.97587 0.04617
C 0.52058 -4.39501 -0.43507
H 4.17460 -1.44584 -2.82287
H 2.51010 -0.82505 -2.82231
H 3.57427 -0.54205 -1.42138
H 5.35198 -2.40606 0.03110
H 4.45390 -3.93733 0.11895
H 5.05742 -3.17735 1.59590
H 0.54393 -5.47430 -0.57031
H 0.27820 -3.92428 -1.38892
H -0.24519 -4.14412 0.29892
C 5.64320 -6.44173 4.03833
O 7.03814 -6.13392 4.09215
P 7.76593 -5.80388 2.70846
O 7.11121 -4.76546 1.89828
O 7.90097 -7.21514 1.98482
C 8.35753 -8.34398 2.73433
O 9.24933 -5.47539 3.17109
C 9.52187 -4.11736 3.55327
H 5.42490 -7.16524 4.82222
H 5.06349 -5.53582 4.21425
H 5.36257 -6.87269 3.07490
H 7.49688 -8.91559 3.08566
H 8.96802 -8.05015 3.58789
H 8.95263 -8.97304 2.07526
H 10.39540 -4.11627 4.20194
H 8.68166 -3.67534 4.09186
H 9.73713 -3.52431 2.66470
C 1.43520 1.31343 0.81916
O 2.05040 2.41769 1.50215
P 1.95407 3.83816 0.78281
O 0.59442 4.24482 0.39312
O 2.98293 3.72920 -0.42733
C 4.27971 3.17252 -0.19539
O 2.69108 4.80445 1.80964
C 1.89194 5.37517 2.85226
H 2.00691 0.41555 1.02787
H 0.41834 1.18171 1.18440
H 1.41568 1.47189 -0.26136
H 4.27153 2.11507 -0.46678
H 4.59051 3.27510 0.84407
H 4.99350 3.69385 -0.83035
H 2.55113 5.65677 3.67082
H 1.15337 4.66358 3.22303
H 1.38497 6.26488 2.48004
C 4.66753 -1.04917 3.29253
O 5.00041 -0.45469 4.55193
P 5.69893 -1.40407 5.63079
O 6.88824 -2.12330 5.14712
O 4.52537 -2.34598 6.14905
C 3.25775 -1.76890 6.47566
O 5.94558 -0.41454 6.85192
C 7.16451 0.33759 6.84294
H 3.76203 -0.58074 2.91303
H 5.48195 -0.88185 2.58795
H 4.49032 -2.12058 3.39554
H 2.58656 -1.86577 5.62068
H 3.34359 -0.71750 6.74909
H 2.83903 -2.31861 7.31639
H 7.02538 1.21864 7.46597
H 7.42826 0.65712 5.83415
H 7.97133 -0.26741 7.25552
C -0.77995 5.49320 -5.72012
O 0.22391 6.15218 -4.94327
P 1.73764 5.68962 -5.16949
O 2.18517 5.70172 -6.57064
O 1.82983 4.27040 -4.45927
C 1.25696 4.09856 -3.15521
O 2.54000 6.65029 -4.18620
C 2.93370 7.92571 -4.70314
H -1.68792 5.43535 -5.12183
H -0.97981 6.06918 -6.62299
H -0.47619 4.48140 -5.99462
H 0.25497 3.67665 -3.25596
H 1.19900 5.03578 -2.60356
H 1.87597 3.40258 -2.59711
H 3.09098 8.59954 -3.86321
H 2.16634 8.34648 -5.35378
H 3.86558 7.82425 -5.25880
*
```

=====

(2)
DFT (ωB97M-V/def2-TZVPD) results for a 11-piece molecular cluster, C20H62O20 overall at a distorted geometry.

- SMILES = OCCO.OCCO.OCCO.OCCO.OCCO.OCCO.OCCO.OCCO.OCCO.CO.CO
- relative energy (zero: lowest compared OMol25 entry of this formula, charge and spin) (eV) = 2.066
- highest occupied orbital energy (eV) = -9.170
- energy (eV) = -62689.647
- Kohn-Sham gap (eV) = 9.24
- LUMO level (eV) = 0.07

```
! RIJCOSX wB97M-V def2-TZVPD def2/J DEFGRID3
* xyz 0 1
O -0.74109 -3.37880 -2.20914
C -0.71630 -3.90865 -0.88442
C -1.91926 -4.70861 -0.48066
O -3.06001 -3.82707 -0.50043
H -1.33576 -2.63421 -2.32553
H 0.15020 -4.56022 -0.77156
H -0.50532 -3.03750 -0.26418
H -1.84353 -5.16358 0.50695
H -2.15976 -5.51608 -1.17222
H -3.78004 -4.37692 -0.81796
O 0.38460 1.49116 3.28363
C 0.64015 2.53339 4.21734
C -0.11626 2.24889 5.52288
O -1.55111 2.20369 5.34181
H 0.21381 1.88658 2.42568
H 1.70263 2.57058 4.45784
H 0.36937 3.47399 3.73771
H 0.21305 3.02001 6.21932
H 0.22840 1.29796 5.92913
H -1.80628 1.29292 5.17761
O 3.45348 0.99420 0.97340
C 4.08053 0.30669 2.05549
C 4.45403 -1.10969 1.62807
O 5.23086 -1.19260 0.46670
H 2.70001 0.48365 0.66810
H 4.93079 0.96153 2.24614
H 3.35777 0.34800 2.87037
H 3.64409 -1.81131 1.42850
H 5.00732 -1.58200 2.43981
H 4.66291 -0.99321 -0.28115
O -0.13148 -4.23997 3.79436
C -0.97932 -3.13698 3.51571
C -0.27560 -1.78902 3.11213
O 0.37303 -1.17477 4.23910
H -0.66160 -4.80056 4.36558
H -1.71160 -3.36013 2.73978
H -1.61412 -2.89845 4.36906
H -0.94561 -1.12565 2.56521
H 0.58089 -2.00270 2.47270
H 0.65169 -0.34550 3.84383
O 0.28273 2.96267 0.67399
C 1.50539 3.66255 0.81685
C 1.37387 5.16847 0.55789
O 1.14233 5.33751 -0.85957
H -0.00865 3.12854 -0.22557
H 1.96421 3.51961 1.79519
H 2.15805 3.23351 0.05655
H 2.24863 5.77543 0.79134
H 0.59310 5.60472 1.18094
H 1.89586 4.94388 -1.30550
O -5.01791 -1.05554 -1.14779
C -4.72995 -0.04628 -0.19821
C -3.36786 -0.40978 0.44277
O -3.35840 -1.52117 1.27477
H -5.95432 -1.23315 -1.03295
H -4.62329 0.91538 -0.70013
H -5.49435 -0.01441 0.57817
H -3.00485 0.34943 1.13552
H -2.65287 -0.59288 -0.35933
H -3.43410 -2.27144 0.68067
O -1.22129 3.17593 -1.74667
C -2.57414 3.44754 -1.33201
C -2.74311 5.02820 -1.16729
O -1.74555 5.62522 -0.29922
H -1.11523 2.27003 -2.04618
H -3.29591 3.08612 -2.06448
H -2.86269 3.00177 -0.38010
H -3.71865 5.19952 -0.71226
H -2.64806 5.43446 -2.17428
H -0.96611 5.16398 -0.61754
O -1.56672 0.69282 -3.00413
C -2.76718 0.56826 -3.80298
C -2.94255 -0.93731 -4.26692
O -2.96681 -1.85535 -3.16239
H -0.86559 0.22701 -3.46569
H -3.59176 0.76998 -3.11925
H -2.76859 1.21203 -4.68256
H -2.18057 -1.16923 -5.01102
H -3.87802 -0.91708 -4.82603
H -3.60760 -1.48888 -2.54864
O 3.87620 -1.23238 -2.03096
C 3.07644 -0.37910 -2.79909
C 4.01861 0.70929 -3.44196
O 4.66814 0.22782 -4.56908
H 3.30956 -1.85788 -1.57351
H 2.49036 -0.96249 -3.50921
H 2.31421 0.10980 -2.19238
H 4.67994 1.15693 -2.70008
H 3.49553 1.52866 -3.93504
H 5.55417 -0.02682 -4.30129
C 2.87865 -4.18927 -1.65095
O 2.73224 -3.18587 -0.60288
H 2.71906 -3.82456 -2.66565
H 3.94700 -4.40204 -1.61274
H 2.29531 -5.09414 -1.48059
H 2.15462 -3.54755 0.07324
C 0.23065 -0.36869 -0.33897
O 1.52128 -0.58560 0.08809
H 0.07485 -0.68717 -1.36970
H -0.35170 -0.99679 0.33517
H -0.12747 0.64676 -0.16953
H 1.77529 -1.47003 -0.18553
*
```

=====

(3)
DFT (ωB97M-V/def2-TZVPD) results for a 9-piece molecular cluster, C20H63N5O9 overall at a distorted geometry.

- SMILES = COC[C@H](C)N.COC[C@H](C)N.COC[C@H](C)N.COC[C@H](C)N.COC[C@H](C)N.O.O.O.O
- relative energy (zero: lowest compared OMol25 entry of this formula, charge and spin) (eV) = 1.850
- highest occupied orbital energy (eV) = -8.982
- energy (eV) = -47636.540
- Kohn-Sham gap (eV) = 9.54
- LUMO level (eV) = 0.56

```
! RIJCOSX wB97M-V def2-TZVPD def2/J DEFGRID3
* xyz 0 1
C 0.91876 1.21440 4.36823
O -0.19959 0.31577 4.62984
C -0.20551 -0.26683 5.94568
C -0.97365 -1.59931 5.96053
C -0.86098 -2.06102 7.42014
N -0.39893 -2.61237 5.13814
H 0.72173 1.73121 3.48470
H 1.76421 0.55506 4.10605
H 1.10260 1.83395 5.29339
H 0.81314 -0.42115 6.29046
H -0.73223 0.54583 6.52567
H -1.97755 -1.29139 5.79584
H -1.20804 -1.22900 8.05690
H 0.19183 -2.27672 7.61879
H -1.46493 -2.95083 7.58084
H -1.06878 -3.34249 5.01553
H -0.16723 -2.27856 4.17858
C -2.63404 3.64453 1.50081
O -1.58811 4.60411 1.71715
C -0.41613 4.32028 1.02989
C 0.32073 5.72136 0.87130
C -0.36321 6.67614 -0.08254
N 1.71880 5.49235 0.47821
H -3.57334 4.07370 1.90697
H -2.39922 2.76340 2.11284
H -2.69167 3.44310 0.42410
H 0.19476 3.57059 1.52380
H -0.71623 3.98496 0.05514
H 0.30661 6.12323 1.91563
H -0.04142 7.71947 -0.04045
H -1.48033 6.65137 0.05526
H -0.24188 6.25857 -1.07081
H 1.84312 5.45230 -0.53689
H 2.09587 4.65029 0.90549
C -2.32121 -5.87627 -2.37260
O -2.67515 -4.50135 -2.33423
C -1.81636 -3.63496 -3.10675
C -1.98641 -2.20221 -2.69639
C -0.93720 -1.33039 -3.25692
N -2.03051 -1.94038 -1.24085
H -3.22051 -6.46561 -2.24433
H -1.71388 -6.08342 -1.48199
H -1.78864 -6.17290 -3.28198
H -0.80572 -4.08554 -3.01440
H -2.01739 -3.74410 -4.16006
H -2.92532 -1.79111 -3.12870
H 0.05000 -1.23114 -2.77587
H -1.41249 -0.38642 -3.43296
H -0.69843 -1.66887 -4.25222
H -2.60396 -2.62462 -0.77592
H -1.16838 -1.94343 -0.75069
C 2.08291 -3.72423 -3.07208
O 1.68490 -4.49298 -1.99139
C 1.66686 -3.78641 -0.77041
C 0.71412 -4.37833 0.27552
C 0.58696 -3.47977 1.57847
N 0.91563 -5.77733 0.61500
H 1.30099 -2.92786 -3.23815
H 2.18178 -4.37435 -3.89103
H 3.03850 -3.35633 -2.83040
H 2.69675 -3.65364 -0.30334
H 1.30658 -2.75447 -1.01260
H -0.29441 -4.23214 -0.12348
H -0.24369 -3.76905 2.15989
H 0.46474 -2.41925 1.31106
H 1.46019 -3.51065 2.27756
H 1.12746 -6.35406 -0.22510
H 1.56466 -5.97577 1.35653
C 0.41956 3.69660 -5.00159
O 1.66929 3.47615 -4.37508
C 1.55440 3.02598 -2.98307
C 2.89023 2.44775 -2.49792
C 3.20775 1.15589 -3.26292
N 2.68941 1.99707 -1.09541
H -0.05177 2.71715 -4.91737
H 0.57095 3.86145 -6.09915
H -0.14461 4.41585 -4.45572
H 1.29680 3.82371 -2.31185
H 0.78055 2.27567 -2.80707
H 3.73625 3.19041 -2.56101
H 2.41560 0.44129 -3.13167
H 4.22405 0.74236 -3.14443
H 3.25169 1.45022 -4.28387
H 2.52295 2.74931 -0.43019
H 3.55130 1.55763 -0.82215
O -1.09659 -0.04339 1.87883
H -0.41643 -0.01362 1.15520
H -0.62488 0.11313 2.73187
O 0.46019 0.33072 -0.69475
H 1.21626 0.94758 -0.91548
H -0.43879 0.71142 -0.96567
O -1.25641 2.59264 -2.15845
H -1.88259 2.33625 -2.85233
H -1.81200 2.15372 -1.45399
O -2.50542 0.78732 -0.44112
H -2.48055 0.93717 0.49196
H -2.51974 -0.24439 -0.58000
*
```

=====

(4)
DFT (ωB97M-V/def2-TZVPD) results for C20H63NbO11P as an isolated structure at a distorted geometry.

- highest occupied orbital energy (eV) = -5.016
- energy (eV) = -55116.444
- Kohn-Sham gap (eV) = 7.23
- LUMO level (eV) = 2.21

```
! RIJCOSX wB97M-V def2-TZVPD def2/J DEFGRID3
* xyz -1 1
O 2.11147 -1.56679 1.20467
C 1.62755 -1.42213 0.08510
C 0.83651 -2.38773 -0.66543
Nb -1.36618 -2.17152 -0.37472
P -3.71826 -1.25254 0.33759
O -4.41038 -0.65714 -0.87298
H 1.80566 -0.44228 -0.40667
H 0.91547 -2.23947 -1.74744
H 1.08303 -3.40230 -0.33027
H -1.02479 -2.02214 1.43634
H -1.84096 -3.90415 -0.00856
H -1.97419 -2.58880 -2.09746
H -1.16202 -0.37678 -0.84336
H -4.53758 -2.25657 0.92185
H -3.73572 -0.31762 1.40254
C 4.63019 2.23778 -0.97336
C 4.23170 0.91389 -1.59499
O 2.96978 0.98604 -2.25396
H 3.87767 2.56900 -0.25894
H 5.58620 2.15722 -0.45237
H 4.72721 3.01548 -1.73624
H 4.11462 0.15142 -0.82456
H 4.99857 0.57144 -2.30010
H 3.03729 1.64346 -2.95396
C 0.80294 2.76542 2.53472
C 0.39946 1.41373 1.97344
O -0.83435 1.49349 1.27793
H -0.00068 3.13302 3.17679
H 1.72681 2.71107 3.11404
H 0.94542 3.48572 1.72478
H 0.23452 0.68322 2.76547
H 1.19116 1.01448 1.33275
H -0.73494 2.07405 0.51622
C -2.49832 5.10243 3.15038
C -1.30665 5.92599 2.70383
O -1.16767 5.95933 1.28831
H -2.41713 4.08632 2.76173
H -2.55565 5.05753 4.23942
H -3.43142 5.53677 2.78195
H -0.38266 5.47734 3.06794
H -1.36218 6.94601 3.10283
H -1.96410 6.34677 0.91329
C 7.05248 5.55824 0.09202
C 5.61922 6.01116 0.29793
O 4.80062 5.00168 0.86528
H 7.08037 4.67002 -0.53997
H 7.64503 6.34355 -0.38037
H 7.52229 5.31255 1.04768
H 5.15114 6.24725 -0.65819
H 5.59568 6.92072 0.90974
H 5.15556 4.75922 1.72582
C -2.31471 -4.82577 -4.76061
C -3.42992 -5.59005 -4.06753
O -3.62142 -5.18037 -2.73143
H -1.38454 -4.93294 -4.20201
H -2.16516 -5.19081 -5.77942
H -2.55105 -3.76079 -4.80781
H -3.18469 -6.65270 -4.00992
H -4.35809 -5.49875 -4.64888
H -3.79683 -4.23226 -2.70539
C 0.39186 -7.12304 3.28789
C 0.08020 -6.69389 1.86569
O -0.43667 -5.37714 1.82797
H -0.50710 -7.00528 3.89100
H 0.73850 -8.15704 3.34521
H 1.16038 -6.48026 3.72340
H -0.70630 -7.31584 1.43552
H 0.96658 -6.79464 1.22652
H 0.21706 -4.75670 2.16939
C -3.19226 3.34596 -1.25135
C -2.41810 3.12030 -2.53867
O -1.75830 1.86915 -2.56068
H -2.52822 3.27901 -0.38822
H -3.66614 4.33047 -1.25170
H -3.96877 2.58676 -1.13639
H -1.63033 3.86954 -2.64776
H -3.09062 3.22328 -3.39994
H -2.40046 1.15829 -2.42494
C -2.48643 -3.36186 5.84581
C -1.47273 -4.19127 5.08490
O -1.10323 -5.38593 5.77650
H -2.10459 -3.09801 6.83334
H -2.71405 -2.44551 5.29982
H -3.42066 -3.91471 5.97552
H -0.54008 -3.64122 4.95907
H -1.84376 -4.42986 4.08372
H -1.88867 -5.92955 5.88796
C -0.32970 0.16800 -5.30442
C 0.82022 1.11509 -5.56046
O 0.46669 2.46086 -5.24730
H -1.21282 0.43066 -5.88696
H -0.04948 -0.86072 -5.54120
H -0.57038 0.21019 -4.24084
H 1.13210 1.12994 -6.60613
H 1.68190 0.79756 -4.96018
H 0.14092 2.45698 -4.33765
*
```